Computed, not measured: C56H44N4PS4Ti as an isolated structure, with wB97M-V/def2-TZVPD.

**Total charge**: +1
**2S+1**: 3
**ΔE to the lowest compared entry with this formula, charge and spin**: 137.5 kJ/mol

Geometry (Å):
Ti1 -1.02041 0.13731 0.81408
S1 1.39199 0.05801 1.10568
C1 1.99229 1.32911 0.11118
N1 3.27499 1.28621 -0.32842
C2 3.67629 2.21441 -1.35772
C3 3.10259 3.58701 -1.02402
N2 1.66899 3.48371 -0.89592
C4 0.85299 4.48251 -1.54892
C5 0.99709 4.34981 -3.04302
C6 1.56549 5.36321 -3.80012
C7 1.73859 5.20741 -5.16502
C8 1.34989 4.03071 -5.78232
C9 0.77349 3.01761 -5.03232
C10 0.59859 3.17501 -3.66932
C11 1.16339 2.41631 -0.22912
S2 -0.46001 2.46261 0.34028
C12 4.22709 0.28261 0.08258
C13 4.79509 -0.45539 -1.10182
C14 6.16659 -0.57569 -1.27232
C15 6.68189 -1.24609 -2.36852
C16 5.82429 -1.79309 -3.30532
C17 4.45359 -1.68729 -3.13362
C18 3.93919 -1.02069 -2.03732
H1 3.29829 1.88811 -2.33572
H2 4.76599 2.24381 -1.40272
H3 3.34279 4.30021 -1.81192
H4 3.53249 3.93501 -0.07572
H5 1.17319 5.47531 -1.22322
H6 -0.18431 4.33511 -1.24372
H7 1.86409 6.28481 -3.32182
H8 2.18309 6.00171 -5.74592
H9 1.49149 3.90451 -6.84592
H10 0.46049 2.10171 -5.51252
H11 0.14539 2.38531 -3.08472
H12 3.71219 -0.40919 0.75578
H13 5.03339 0.77661 0.63828
H14 6.83539 -0.14599 -0.54072
H15 7.75069 -1.33789 -2.48832
H16 6.22089 -2.30149 -4.16992
H17 3.78649 -2.12559 -3.85802
H18 2.86979 -0.92869 -1.89672
S3 -4.52141 4.15141 -0.85832
C19 -5.17871 5.73171 -0.91492
C20 -5.30411 6.27951 0.32248
C21 -4.85921 5.42281 1.34358
C22 -4.39941 4.21531 0.88058
C23 -3.78611 3.14251 1.62308
C24 -3.38011 1.97581 0.97078
N3 -2.64501 1.01861 1.53668
C25 -2.32471 1.16091 2.86318
C26 -2.76611 2.26981 3.63248
C27 -2.37811 2.33601 5.00838
C28 -1.62041 1.36961 5.57598
C29 -1.16301 0.24311 4.82428
C30 -0.39081 -0.77409 5.36538
C31 0.03229 -1.83329 4.54798
C32 -0.29741 -1.77599 3.18728
N4 -1.03401 -0.82779 2.63728
C33 -1.50251 0.17161 3.44558
C34 0.78359 -2.94399 5.07008
C35 1.16959 -3.16679 6.36858
C36 1.86769 -4.37359 6.54428
C37 2.01289 -5.06989 5.38578
S4 1.29979 -4.26329 4.05138
C38 -3.49471 3.26491 2.99508
H19 -5.43101 6.16551 -1.86112
H20 -5.69621 7.26301 0.49848
H21 -4.87741 5.69361 2.38168
H22 -3.63211 1.82721 -0.07532
H23 -2.70371 3.19241 5.58068
H24 -1.33401 1.43301 6.61528
H25 -0.11441 -0.73029 6.40668
H26 0.08859 -2.54049 2.51808
H27 0.95639 -2.49379 7.17728
H28 2.24339 -4.71309 7.49218
H29 2.49819 -6.01429 5.23738
H30 -3.80531 4.13391 3.55168
C39 -4.43931 -4.33879 1.71108
C40 -3.18651 -4.72999 2.15098
C41 -2.05381 -4.13859 1.62658
C42 -2.16091 -3.14059 0.65788
C43 -3.42421 -2.70449 0.26968
C44 -4.55461 -3.31739 0.78318
P1 -0.60891 -2.48359 -0.06292
C45 0.05279 -3.94899 -0.95902
C46 -0.41871 -5.25009 -0.83202
C47 0.08869 -6.25379 -1.64182
C48 1.05979 -5.96969 -2.58612
C49 1.55799 -4.68129 -2.69182
C50 1.06459 -3.67949 -1.88042
C51 -1.26611 -1.53139 -1.48142
C52 -1.57111 -2.05009 -2.73402
C53 -2.11101 -1.20959 -3.69122
C54 -2.32671 0.12831 -3.39782
C55 -2.02111 0.63501 -2.14052
C56 -1.48431 -0.18629 -1.14432
H31 -5.32381 -4.82679 2.08918
H32 -3.08891 -5.51179 2.88908
H33 -1.07611 -4.46619 1.95678
H34 -3.53491 -1.90779 -0.45882
H35 -5.53171 -3.01399 0.43928
H36 -1.19421 -5.48849 -0.11912
H37 -0.29071 -7.26069 -1.54192
H38 1.43199 -6.74919 -3.23362
H39 2.32559 -4.46909 -3.42042
H40 1.43579 -2.66749 -1.97252
H41 -1.39521 -3.09499 -2.94102
H42 -2.36891 -1.59889 -4.66442
H43 -2.73671 0.78611 -4.15102
H44 -2.19711 1.68921 -1.95242

---

Computed, not measured: C56H45N8O5SeSn as an isolated structure, with wB97M-V/def2-TZVPD.

**Total charge**: -1
**2S+1**: 1
**ΔE to the lowest compared entry with this formula, charge and spin**: 370.3 kJ/mol

Geometry (Å):
Sn1 -0.44922 3.52605 22.27658
O1 2.05472 9.23530 19.67187
C1 0.94871 9.15871 20.21410
O2 -0.12629 9.72545 19.96076
C2 0.98564 8.26451 21.45948
C3 0.00456 8.35516 22.41149
C4 -0.18047 7.24530 23.26691
N1 0.64291 6.21313 23.42355
C5 1.70767 6.23829 22.62890
C6 1.88993 7.19518 21.62386
C7 2.58453 5.03294 22.69652
C8 3.93490 5.18508 22.66039
C9 4.72854 4.09367 23.04264
C10 4.07219 2.86251 23.30846
C11 2.73862 2.82204 23.09913
N2 1.98924 3.88682 22.91336
C12 -1.31316 7.19072 24.17248
C13 -2.23691 8.13419 24.17072
C14 -3.41823 7.97607 24.97597
C15 -3.61520 6.88361 25.81316
C16 -2.34976 6.03158 26.07777
N3 -1.59438 6.03395 24.83685
H1 -0.72420 9.16955 22.35621
H2 2.58585 7.09885 20.77187
H3 4.34697 6.14367 22.57980
H4 5.78575 4.18826 23.09842
H5 4.65491 1.92820 23.52177
H6 2.22716 1.86275 23.09952
H7 -2.12167 9.12157 23.68719
H8 -4.31744 8.58800 24.78206
H9 -4.44792 6.60220 26.35452
H10 -1.00670 5.27259 24.59877
O3 0.16251 1.54188 22.99547
C17 -0.90980 0.69662 23.39727
C18 -2.21889 1.03268 22.71187
C19 -2.28037 0.96027 21.20096
C20 -2.76820 -0.08851 20.53425
C21 -2.70686 -0.14777 19.13107
C22 -2.13497 0.92366 18.51507
C23 -1.51017 1.94813 19.24976
C24 -0.57701 2.89159 18.56495
C25 0.85261 3.03642 19.21065
O4 0.82518 3.63065 20.48213
C26 1.55685 4.12014 18.31825
C27 1.57150 5.46519 18.66355
C28 2.15932 6.42834 17.85759
C29 2.65728 6.10553 16.58697
C30 2.70820 4.78066 16.23154
C31 2.22697 3.83873 17.12371
C32 1.66087 1.77228 19.11210
C33 2.86810 1.72294 19.82163
C34 3.73743 0.62906 19.90246
C35 3.40480 -0.44877 19.15069
C36 2.21595 -0.54170 18.44700
C37 1.35859 0.56008 18.31892
N4 -1.60090 1.96988 20.57923
C38 -0.50543 -0.73477 22.99850
C39 -1.22885 -1.80109 23.52086
C40 -0.95880 -3.14467 23.08154
C41 -0.00396 -3.30046 22.11406
C42 0.65168 -2.21724 21.61294
C43 0.42888 -0.91845 22.02027
C44 -1.01862 0.66596 24.94435
C45 -2.11896 0.96767 25.72422
C46 -2.04494 0.91344 27.12729
C47 -0.88881 0.52075 27.81003
C48 0.20585 0.12368 26.98937
C49 0.16202 0.24467 25.61473
H11 -2.39339 2.08191 23.10833
H12 -3.00195 0.39706 23.14427
H13 -3.33000 -0.84234 21.06579
H14 -3.00458 -1.04019 18.56533
H15 -2.07531 1.15515 17.44362
H16 -1.03226 3.85770 18.73874
H17 -0.41999 2.68782 17.47352
H18 1.07439 5.73632 19.59477
H19 2.24249 7.44845 18.20290
H20 3.03323 6.94945 15.97346
H21 3.07595 4.53130 15.21765
H22 2.27096 2.83534 16.79661
H23 3.07961 2.65379 20.31809
H24 4.68977 0.71981 20.35866
H25 4.07658 -1.36241 19.09973
H26 1.97152 -1.47303 18.01370
H27 0.39770 0.43140 17.81299
H28 -2.02738 -1.59713 24.20324
H29 -1.55833 -3.97886 23.32880
H30 0.16438 -4.32252 21.75880
H31 1.31671 -2.31921 20.83614
H32 1.07134 -0.12939 21.67429
H33 -3.07843 1.25672 25.22379
H34 -2.99775 1.09764 27.62277
H35 -0.79162 0.35608 28.95144
H36 1.01325 -0.37711 27.46153
H37 0.96045 -0.22127 25.07423
N5 -4.82970 5.34215 21.57618
C50 -4.32419 5.05845 20.34851
N6 -3.45115 6.01390 19.81802
O5 -4.63591 4.07207 19.73145
H38 -4.32687 5.96315 22.17255
H39 -5.55851 4.79461 21.91641
H40 -2.95140 6.69720 20.41963
H41 -2.98120 5.69501 18.98510
Se1 0.89674 3.43008 28.34989
N7 -0.36831 4.22029 27.36097
C51 -0.44179 5.49236 27.77780
C52 -1.40133 6.44132 27.20211
C53 -1.24082 7.70976 27.59823
C54 -0.27392 8.16953 28.54045
C55 0.62013 7.28205 29.08332
C56 0.57612 5.87692 28.70421
N8 1.43261 4.92604 29.07194
H42 -2.70257 4.94655 26.22480
H43 -1.91573 8.53461 27.28459
H44 -0.14675 9.21372 28.88545
H45 1.35961 7.65788 29.75294

---

Computed, not measured: C56H46N7O6RbS2 as an isolated structure, with wB97M-V/def2-TZVPD.

**Total charge**: -2
**2S+1**: 1
**Calculated total energy**: -103864.02794 eV

Geometry (Å):
Rb1 -1.16816 2.70191 0.88489
C1 0.24053 -0.90343 3.48605
C2 1.44759 -0.04428 3.88096
C3 2.67245 -0.77933 3.45428
C4 3.15194 -0.62862 2.11188
C5 4.03920 -1.59372 1.63770
C6 4.45360 -2.62192 2.50392
C7 4.04658 -2.57622 3.77382
N1 3.11300 -1.72070 4.25022
N2 -1.05445 -0.29960 3.68999
C8 -2.08703 -1.03656 3.02481
C9 -1.83302 -1.52398 1.64354
C10 -2.15493 -2.82656 1.26606
C11 -1.97941 -3.21154 -0.04685
C12 -1.39965 -2.34684 -0.99084
C13 -1.17735 -1.01988 -0.56505
N3 -1.40034 -0.63028 0.72528
C14 -1.48282 -0.00709 5.01207
C15 -2.55396 1.07718 5.04908
C16 -2.24351 2.31420 4.51819
C17 -3.12003 3.35849 4.48704
C18 -4.39563 3.09632 4.99286
C19 -4.59032 1.85021 5.56328
N4 -3.72088 0.84917 5.66264
H1 0.24575 -1.92032 3.97972
H2 0.32671 -1.18659 2.43833
H3 1.52904 0.07991 4.98564
H4 1.32366 0.95622 3.40175
H5 2.81248 0.20024 1.48859
H6 4.49178 -1.43461 0.68043
H7 5.14045 -3.42229 2.21817
H8 4.29604 -3.29308 4.45375
H9 -2.89391 -0.34572 3.00251
H10 -2.33834 -1.90786 3.62205
H11 -2.63245 -3.56202 1.92741
H12 -2.13492 -4.26286 -0.34858
H13 -1.27646 -2.65730 -2.07082
H14 -0.72607 -0.28554 -1.19930
H15 -0.65626 0.43231 5.57444
H16 -1.76947 -0.87914 5.61457
H17 -1.23508 2.39955 4.05411
H18 -2.84592 4.30533 4.01587
H19 -5.23704 3.78550 4.95646
H20 -5.50891 1.58627 6.04038
O1 -0.21162 5.66162 4.07719
C20 -0.09821 4.92140 3.11562
O2 -0.94817 4.84705 2.15663
C21 1.13349 3.87925 2.86104
O3 2.32569 4.25066 2.76999
O4 0.76657 2.63107 2.76518
S1 0.54838 2.73968 -5.31614
C22 1.17707 3.96272 -6.34146
C23 0.49075 5.11478 -6.21667
C24 -0.60012 5.04674 -5.28330
C25 -0.71671 3.79058 -4.70481
C26 -1.80870 3.14856 -3.91415
C27 -2.34437 3.71406 -2.72426
N5 -3.07921 3.07564 -1.83560
C28 -3.40108 1.80871 -2.04970
C29 -3.06832 1.16315 -3.29269
C30 -3.43300 -0.19202 -3.48789
C31 -4.01971 -0.91941 -2.56244
C32 -4.35525 -0.31847 -1.26701
C33 -4.89140 -1.08261 -0.23495
C34 -4.96888 -0.54379 1.05894
C35 -4.54805 0.84431 1.23440
N6 -4.11048 1.55555 0.25638
C36 -4.02390 1.04277 -1.00422
C37 -5.47425 -1.33974 2.16398
C38 -5.45336 -1.07333 3.49907
C39 -6.06175 -2.04753 4.34488
C40 -6.48079 -3.06616 3.58264
S2 -6.16380 -2.90354 1.94459
C41 -2.23079 1.86017 -4.19279
H21 2.04009 3.74803 -6.91921
H22 0.82143 6.02614 -6.71948
H23 -1.24617 5.89251 -5.03188
H24 -2.12229 4.76279 -2.55962
H25 -3.04692 -0.70689 -4.36975
H26 -4.24570 -1.97300 -2.63115
H27 -5.17453 -2.11005 -0.45756
H28 -4.59433 1.24614 2.23921
H29 -5.01245 -0.15096 3.86189
H30 -6.11080 -1.83120 5.38499
H31 -6.95018 -4.03123 3.80923
H32 -1.93894 1.38965 -5.09835
C42 7.79569 -0.47083 -0.97145
C43 6.68350 -1.40545 -1.22323
C44 6.76841 -2.74947 -0.86484
C45 5.67811 -3.56029 -0.99838
C46 4.47179 -3.13639 -1.49488
C47 4.35369 -1.78176 -1.86707
N7 3.10892 -1.36916 -2.38967
C48 2.78876 -1.52650 -3.72324
C49 3.70224 -2.08569 -4.61040
C50 3.32326 -2.21799 -5.93918
C51 2.07330 -1.85422 -6.39177
C52 1.20425 -1.29154 -5.50837
C53 1.52752 -1.11717 -4.18982
C54 0.49114 -0.37475 -3.27182
O5 1.03896 0.28043 -2.30384
O6 -0.71415 -0.47694 -3.51785
C55 5.46622 -0.92611 -1.76699
C56 5.34814 0.48424 -2.17203
H33 8.61507 -0.98846 -0.46958
H34 7.52368 0.41250 -0.41269
H35 8.16498 -0.01339 -1.95418
H36 7.74106 -3.14584 -0.50949
H37 5.80517 -4.57909 -0.63495
H38 3.65916 -3.82034 -1.76898
H39 2.47093 -0.72905 -1.86390
H40 4.68936 -2.40226 -4.21509
H41 4.07537 -2.53225 -6.65351
H42 1.95122 -2.08632 -7.45114
H43 0.19555 -1.03538 -5.75416
H44 4.40243 0.63915 -2.69135
H45 6.17483 0.79267 -2.84243
H46 5.33778 1.16891 -1.33582

---

Computed, not measured: C56H47F2N6O2P2PbS2 as an isolated structure, with wB97M-V/def2-TZVPD.

**Total charge**: +1
**2S+1**: 1
**ΔE to the lowest compared entry with this formula, charge and spin**: 104.7 kJ/mol

Geometry (Å):
Pb1 -0.12422 0.47127 0.00706
C1 -1.14799 -1.93204 3.22999
P1 -0.29329 -2.66155 1.79352
C2 -1.49937 -2.92858 0.46725
C3 -1.19768 -3.66333 -0.67671
C4 -2.21118 -4.08847 -1.51661
C5 -3.53224 -3.79420 -1.22284
C6 -3.83652 -3.04135 -0.10003
C7 -2.82961 -2.61406 0.74718
C8 0.57306 -4.20707 2.19717
C9 0.48710 -5.36482 1.43267
C10 1.29824 -6.44814 1.72472
C11 2.14902 -6.40437 2.81649
C12 2.18156 -5.28008 3.62617
C13 1.41524 -4.17477 3.30978
C14 -1.91285 -0.66652 2.95782
C15 -3.14577 -0.32821 3.49853
C16 -3.36374 1.01331 3.15943
C17 -2.25704 1.42051 2.43529
C18 -1.91417 2.79891 1.95904
P2 -1.52981 2.71755 0.15233
C19 -0.71371 4.23948 -0.42154
C20 -0.88530 4.61488 -1.75460
C21 -0.12434 5.63179 -2.29786
C22 0.83299 6.26995 -1.52594
C23 1.00532 5.90590 -0.20148
C24 0.23859 4.89471 0.35077
C25 -3.23341 2.82484 -0.47905
C26 -3.84331 4.04498 -0.75340
C27 -5.17476 4.07640 -1.12631
C28 -5.89724 2.89865 -1.22661
C29 -5.29756 1.68630 -0.93014
C30 -3.96964 1.64801 -0.54948
N1 -1.37686 0.39121 2.29030
H1 -1.83607 -2.69260 3.61174
H2 -0.37578 -1.76016 3.99331
H3 -0.16939 -3.86976 -0.92160
H4 -1.96491 -4.67329 -2.38855
H5 -4.32367 -4.14718 -1.86573
H6 -4.86079 -2.79266 0.13436
H7 -3.08441 -2.01668 1.61087
H8 -0.20654 -5.42719 0.60871
H9 1.25027 -7.33408 1.10778
H10 2.77226 -7.25312 3.04651
H11 2.80325 -5.26643 4.50697
H12 1.46845 -3.29733 3.93793
H13 -3.79290 -0.96062 4.07779
H14 -4.20830 1.61917 3.42550
H15 -2.74379 3.48589 2.13989
H16 -1.02318 3.15923 2.47933
H17 -1.62693 4.11233 -2.36214
H18 -0.27482 5.92625 -3.32659
H19 1.43558 7.05311 -1.95904
H20 1.74553 6.40954 0.40037
H21 0.37777 4.61869 1.38573
H22 -3.27687 4.96295 -0.66646
H23 -5.65398 5.02332 -1.32616
H24 -6.93052 2.92884 -1.53298
H25 -5.86941 0.77296 -0.98586
H26 -3.49390 0.71229 -0.29330
F1 3.54940 1.75503 -4.09917
C31 3.22297 1.99842 -2.80803
C32 2.12789 1.36640 -2.25100
C33 1.77376 1.56868 -0.92203
C34 2.58314 2.42041 -0.14145
C35 3.64919 3.08532 -0.75639
F2 4.43142 3.97636 -0.10092
C36 3.98341 2.89072 -2.08142
C37 2.28706 2.51808 1.29382
C38 3.00344 3.33552 2.17787
C39 2.68139 3.37397 3.52141
C40 1.63629 2.58984 3.97833
C41 0.98226 1.80191 3.05032
N2 1.28596 1.75759 1.76061
H27 1.54850 0.70046 -2.87378
H28 4.82333 3.41184 -2.51080
H29 3.81402 3.94936 1.83759
H30 3.23918 4.00423 4.19811
H31 1.33496 2.58151 5.01269
H32 0.15370 1.17773 3.35086
O1 2.15017 -0.69884 3.74445
C42 3.23727 -1.33034 3.25542
C43 4.34236 -1.39418 4.10351
C44 5.49449 -2.04166 3.71896
C45 5.57809 -2.62008 2.45667
C46 4.51071 -2.53565 1.59377
C47 3.31242 -1.91267 1.97596
C48 2.21073 -1.91138 1.03642
O2 0.92084 -1.65069 1.58137
N3 2.38382 -2.10059 -0.19905
N4 1.28457 -2.09658 -1.01140
C49 1.52987 -2.23468 -2.26258
S1 0.19989 -2.22689 -3.38320
C50 1.15743 -2.91541 -4.78573
C51 2.56544 -2.37522 -4.70040
S2 3.12235 -2.46148 -2.95756
H33 1.51640 -0.46806 3.04805
H34 4.25723 -0.91211 5.06448
H35 6.32545 -2.08951 4.40449
H36 6.48116 -3.12153 2.14831
H37 4.56197 -2.96425 0.60663
H38 0.65827 -2.60827 -5.70298
H39 1.12611 -4.00346 -4.70316
H40 2.62661 -1.33531 -5.02247
H41 3.26030 -2.97720 -5.28278
N5 -3.38625 0.02767 -5.86655
C52 -2.79717 0.20067 -4.66557
C53 -1.84136 1.20596 -4.45346
C54 -1.20987 1.28587 -3.23472
N6 -1.44988 0.45139 -2.22714
C55 -2.37183 -0.48712 -2.41630
C56 -3.07261 -0.64935 -3.58565
H42 -3.21195 0.67923 -6.61091
H43 -4.14624 -0.61966 -5.97385
H44 -1.61002 1.91098 -5.23682
H45 -0.46917 2.04832 -3.04642
H46 -2.55760 -1.14366 -1.58203
H47 -3.80772 -1.43222 -3.67564

---

Record order is preserved below.
Maximum force: 2.90 4.66 3.01 1.43 eV Å⁻¹